Entry 1:
Entry from the Open Molecules 2025 dataset: a single C3H9N3 molecule (the ωB97M-V functional and the def2-TZVPD basis).

Its total charge is 0. The spin multiplicity is 1. The calculation puts the gap between HOMO and LUMO at 9.8 eV. Its SMILES is [H]/N=C(\N)NCC. For the HOMO energy, the calculation gives -8.85 eV. The energy above the lowest of the compared OMol25 structures with the same formula, charge and spin comes out at 0.0 kJ/mol.

Cartesian coordinates (Å):
C1 -1.98 -0.09 0.84
C2 -1.44 0.12 -0.57
C3 0.98 -0.10 -0.08
H1 -1.29 0.32 1.59
H2 -2.95 0.42 0.96
H3 -2.12 -1.15 1.06
H4 -1.37 1.20 -0.77
H5 -2.13 -0.28 -1.32
H6 -0.14 -1.50 -0.86
H7 1.98 1.57 0.49
H8 0.81 1.83 -0.68
H9 2.61 -0.59 0.79
N1 -0.13 -0.48 -0.82
N2 1.09 1.28 0.12
N3 1.78 -1.00 0.36



Entry 2:
Entry from the Open Molecules 2025 dataset: a molecular structure, C3H3NO2S in a non-equilibrium geometry (the ωB97M-V functional and the def2-TZVPD basis).

Its total charge is 0. The spin multiplicity is 1. The calculation puts the gap between HOMO and LUMO at 9.1 eV. For the HOMO energy, the calculation gives -9.39 eV. The energy above the lowest of the compared OMol25 structures with the same formula, charge and spin comes out at 702.7 kJ/mol.

Cartesian coordinates (Å):
C1 0.20 -1.55 -1.61
C2 0.30 1.53 1.30
C3 -0.38 -0.47 -1.73
N1 -0.06 -0.88 1.34
O1 -0.47 0.54 1.62
O2 1.07 1.73 0.41
S1 -0.89 -1.57 0.25
H1 0.75 -2.36 -1.92
H2 0.23 2.38 2.11
H3 -0.75 0.64 -1.79



Entry 3:
Entry from the Open Molecules 2025 dataset: 8 unconnected molecules or ions with the total composition C42H104N8O2 in a non-equilibrium geometry (the ωB97M-V functional and the def2-TZVPD basis).

Its total charge is 0. The spin multiplicity is 1. The calculation puts the gap between HOMO and LUMO at 8.6 eV. Its SMILES is CCN(CC)CC.CCN(CC)CC.CCN(CC)CC.CCN(CC)CC.CCN(CC)CC.CCN(CC)CC.CNC(C)=O.CNC(C)=O. For the HOMO energy, the calculation gives -8.00 eV. The energy above the lowest of the compared OMol25 structures with the same formula, charge and spin comes out at 2435.6 kJ/mol.

Cartesian coordinates (Å):
C1 8.41 8.82 -7.53
C2 7.88 10.21 -7.17
N1 6.63 10.13 -6.34
C3 5.56 9.53 -7.06
C4 5.13 10.44 -8.26
C5 6.82 9.48 -5.02
C6 7.85 10.18 -4.14
H1 8.66 8.27 -6.62
H2 9.33 8.90 -8.12
H3 7.70 8.19 -8.07
H4 8.71 10.76 -6.73
H5 7.63 10.72 -8.10
H6 5.85 8.51 -7.34
H7 4.64 9.43 -6.47
H8 4.23 10.02 -8.70
H9 4.91 11.48 -8.03
H10 5.88 10.37 -9.05
H11 7.07 8.43 -5.13
H12 5.87 9.72 -4.54
H13 7.64 9.92 -3.10
H14 7.77 11.26 -4.28
H15 8.88 9.91 -4.36
C7 13.16 12.50 -6.05
C8 11.93 13.30 -6.11
N2 10.74 12.66 -5.51
C9 9.53 13.38 -5.55
C10 9.11 13.77 -6.95
C11 10.87 12.07 -4.20
C12 11.46 12.94 -2.97
H16 13.05 11.58 -6.62
H17 13.55 12.29 -5.06
H18 13.99 13.06 -6.49
H19 12.16 14.19 -5.53
H20 11.79 13.54 -7.17
H21 8.71 12.76 -5.18
H22 9.58 14.27 -4.93
H23 8.10 14.19 -6.95
H24 9.74 14.52 -7.43
H25 9.08 12.91 -7.62
H26 11.59 11.25 -4.24
H27 9.90 11.64 -3.95
H28 10.98 13.92 -2.97
H29 12.53 13.13 -3.10
H30 11.42 12.36 -2.05
C13 12.80 8.79 -0.08
C14 13.32 8.90 -1.54
N3 12.27 9.63 -2.33
C15 12.77 9.89 -3.70
C16 14.04 10.82 -3.67
C17 11.06 8.80 -2.45
C18 9.92 9.37 -3.27
H31 11.97 8.09 0.01
H32 12.44 9.78 0.18
H33 13.59 8.51 0.62
H34 14.29 9.40 -1.57
H35 13.52 7.90 -1.90
H36 12.99 8.98 -4.26
H37 11.92 10.35 -4.19
H38 14.91 10.29 -3.28
H39 14.23 11.13 -4.70
H40 13.90 11.67 -3.01
H41 10.61 8.60 -1.48
H42 11.33 7.81 -2.83
H43 10.13 9.31 -4.33
H44 9.62 10.39 -3.02
H45 9.10 8.67 -3.10
C19 8.04 8.07 -10.03
C20 7.41 9.34 -10.67
N4 8.27 10.12 -11.57
C21 9.34 10.74 -10.74
C22 10.41 11.34 -11.64
C23 7.43 11.12 -12.27
C24 6.72 10.47 -13.45
H46 8.50 7.48 -10.84
H47 7.29 7.47 -9.53
H48 8.74 8.35 -9.25
H49 6.51 9.04 -11.19
H50 7.01 9.87 -9.80
H51 9.87 10.00 -10.14
H52 8.96 11.51 -10.06
H53 11.27 11.79 -11.15
H54 9.99 12.01 -12.39
H55 10.83 10.50 -12.20
H56 6.74 11.59 -11.57
H57 8.05 11.89 -12.72
H58 5.99 9.73 -13.14
H59 6.18 11.13 -14.13
H60 7.52 10.03 -14.05
C25 10.14 13.46 -9.50
C26 9.07 13.72 -10.59
N5 7.98 14.58 -10.06
C27 7.24 13.89 -8.99
C28 6.63 12.53 -9.47
C29 7.17 15.08 -11.19
C30 6.10 16.13 -10.68
H61 10.35 14.36 -8.92
H62 11.09 13.26 -10.00
H63 10.05 12.57 -8.89
H64 9.54 14.33 -11.36
H65 8.69 12.81 -11.05
H66 7.97 13.84 -8.18
H67 6.44 14.53 -8.63
H68 5.98 12.05 -8.73
H69 5.90 12.68 -10.27
H70 7.42 11.83 -9.74
H71 6.73 14.27 -11.77
H72 7.91 15.50 -11.87
H73 5.41 16.49 -11.44
H74 6.59 16.99 -10.21
H75 5.42 15.63 -10.00
C31 13.75 12.99 -8.20
C32 14.06 14.12 -9.18
N6 15.40 13.99 -9.73
C33 15.51 14.83 -10.92
C34 14.85 14.33 -12.22
C35 16.49 14.20 -8.79
C36 17.96 14.11 -9.30
H76 12.77 13.13 -7.74
H77 14.41 13.03 -7.33
H78 13.80 12.01 -8.69
H79 13.34 13.97 -9.98
H80 13.98 15.13 -8.78
H81 15.21 15.82 -10.58
H82 16.55 15.04 -11.18
H83 13.77 14.24 -12.15
H84 15.06 15.01 -13.05
H85 15.26 13.34 -12.41
H86 16.32 13.47 -8.00
H87 16.32 15.22 -8.42
H88 18.25 14.95 -9.93
H89 18.19 13.25 -9.93
H90 18.64 14.09 -8.45
C37 11.19 6.92 -5.52
C38 9.95 6.82 -4.67
O1 10.03 6.95 -3.43
N7 8.80 6.56 -5.29
C39 7.56 6.43 -4.57
H91 11.97 7.45 -4.97
H92 11.05 7.52 -6.42
H93 11.59 5.93 -5.75
H94 8.86 6.18 -6.22
H95 6.75 6.45 -5.30
H96 7.48 7.24 -3.84
H97 7.56 5.49 -4.03
C40 10.52 9.49 -5.96
C41 11.00 9.97 -7.27
O2 11.29 9.15 -8.11
N8 10.95 11.29 -7.49
C42 11.43 11.96 -8.72
H98 11.40 9.40 -5.32
H99 10.07 8.51 -6.08
H100 9.84 10.19 -5.46
H101 10.65 11.83 -6.69
H102 12.46 11.65 -8.92
H103 11.37 13.05 -8.67
H104 10.87 11.70 -9.62